Entry 1:
The following is a quantum chemistry calculation of a cluster of 15 separate species, C53H113N7O23 in total, from the OMol25 dataset.

Structure (XYZ):
```
196
Properties=species:S:1:pos:R:3:lowdin_charge:R:1
C 4.8902 2.3970 -4.3270 -0.31
O 4.1317 2.2072 -5.3093 -0.03
N 5.0272 1.4862 -3.3702 -0.17
C 5.6873 1.9236 -2.1636 -0.06
C 4.3014 0.2170 -3.3222 -0.01
H 5.4681 3.3303 -4.2421 0.14
H 6.7240 1.5876 -2.1835 0.09
H 5.4138 1.4043 -1.2452 0.08
H 5.6380 3.0048 -2.0342 0.08
H 3.3773 0.2851 -2.7481 0.06
H 4.0384 -0.0824 -4.3367 0.08
H 4.8761 -0.6070 -2.8992 0.09
C -1.2722 2.3078 2.1051 -0.30
O -0.3107 2.5525 2.8374 0.00
N -2.3011 3.1907 1.9132 -0.18
C -3.5181 2.7867 1.2982 -0.07
C -2.3474 4.5249 2.5025 -0.04
H -1.5556 1.3824 1.5801 0.13
H -4.2747 2.7012 2.0782 0.08
H -3.3827 1.8678 0.7278 0.08
H -3.8334 3.6225 0.6737 0.09
H -2.6500 5.2523 1.7492 0.07
H -3.1548 4.5713 3.2332 0.09
H -1.4032 5.0288 2.7091 0.09
C 0.9453 3.2657 -5.0225 -0.32
O 0.7458 4.4528 -5.3691 -0.04
N 0.3353 2.2814 -5.6893 -0.16
C 0.5845 0.9019 -5.3080 -0.06
C -0.6475 2.4169 -6.7535 -0.05
H 1.6761 2.9681 -4.2547 0.12
H -0.3172 0.4906 -4.8543 0.08
H 1.4403 0.8134 -4.6388 0.06
H 0.7680 0.2965 -6.1957 0.08
H -0.5298 3.3324 -7.3332 0.08
H -0.6686 1.6201 -7.4969 0.09
H -1.6431 2.7285 -6.4375 0.08
C -4.6819 -0.6989 2.0818 -0.25
O -4.9058 0.3179 2.7620 -0.03
N -4.9136 -0.7997 0.6849 -0.17
C -5.6804 0.1882 -0.0786 -0.05
C -4.5216 -2.0209 -0.0288 -0.06
H -4.2264 -1.5475 2.6151 0.13
H -5.1546 0.2715 -1.0298 0.08
H -5.8769 1.0547 0.5528 0.08
H -6.6682 -0.1456 -0.3963 0.09
H -5.3971 -2.5853 -0.3498 0.09
H -3.8451 -1.7712 -0.8461 0.07
H -4.0543 -2.7014 0.6831 0.06
C 2.3873 4.6989 2.4921 -0.35
O 2.3653 5.9114 2.4838 0.01
N 3.0187 3.9558 1.5764 -0.14
C 2.7655 2.4854 1.4268 -0.03
C 3.9416 4.4657 0.5514 -0.04
H 2.0773 4.0858 3.3524 0.12
H 3.6971 1.9289 1.5288 0.06
H 2.4888 2.1810 0.4174 0.07
H 2.1079 2.0249 2.1640 0.06
H 4.0716 5.5392 0.6888 0.08
H 4.9466 4.0439 0.5636 0.08
H 3.4656 4.2815 -0.4117 0.06
C -4.4495 -0.7740 5.8588 -0.37
O -3.8100 -1.7933 5.6715 -0.01
N -3.9910 0.4887 5.7022 -0.16
C -4.8140 1.7394 5.8158 -0.04
C -2.5890 0.7643 5.3193 -0.04
H -5.5249 -0.7697 6.0948 0.13
H -5.8895 1.5840 5.9008 0.08
H -4.5684 2.3652 4.9578 0.07
H -4.5707 2.3423 6.6906 0.08
H -2.0361 1.2882 6.0990 0.08
H -2.0901 -0.1722 5.0701 0.08
H -2.5271 1.5091 4.5258 0.07
C 1.3024 5.2756 -1.7412 -0.32
O 0.5452 4.2895 -1.7596 -0.03
N 0.9838 6.4356 -1.1432 -0.18
C 1.8974 7.5310 -1.0631 -0.07
C -0.3424 6.8078 -0.6693 -0.03
H 2.3084 5.2216 -2.1854 0.13
H 2.9332 7.2967 -1.3087 0.09
H 1.9407 7.8717 -0.0286 0.09
H 1.4660 8.3690 -1.6105 0.09
H -0.7313 7.4980 -1.4179 0.09
H -0.9346 5.9073 -0.5064 0.08
H -0.4253 7.4316 0.2207 0.09
O 6.9975 -2.8210 1.0045 0.09
C 6.2960 -3.4547 1.7740 -0.47
O 5.3742 -2.9852 2.6996 -0.02
C 5.2255 -1.5665 2.7865 -0.22
C 4.0911 -1.1859 1.8618 -0.05
C 6.4431 -4.9763 1.7583 0.03
H 6.1008 -0.9727 2.5232 0.12
H 4.9000 -1.2493 3.7773 0.10
H 3.9190 -0.1250 2.0437 0.05
H 3.1917 -1.5915 2.3252 0.06
H 4.1573 -1.4542 0.8074 0.08
H 7.0745 -5.2708 0.9200 0.09
H 5.4759 -5.4376 1.5588 0.06
H 6.8448 -5.3595 2.6963 0.09
O -1.8232 -6.9649 2.8792 0.09
C -2.4462 -6.3823 2.0044 -0.48
O -3.6866 -6.6968 1.5448 -0.04
C -4.5689 -7.5793 2.2273 -0.23
C -5.8691 -7.4657 1.4283 -0.06
C -1.9543 -5.1074 1.2955 0.03
H -4.6322 -7.2877 3.2756 0.13
H -4.2412 -8.6188 2.2421 0.12
H -6.1489 -6.4192 1.3069 0.08
H -6.6079 -8.1225 1.8876 0.08
H -5.6389 -7.7660 0.4061 0.08
H -2.0129 -5.2021 0.2112 0.09
H -0.9311 -4.8459 1.5655 0.06
H -2.4823 -4.2381 1.6873 0.07
O 0.5193 2.2833 6.6642 0.08
C 1.5974 2.4646 6.0964 -0.51
O 2.0685 1.7120 5.0793 -0.05
C 1.4614 0.5255 4.5995 -0.21
C 2.3612 -0.5288 5.2767 -0.04
C 2.5270 3.5569 6.5040 0.03
H 1.5899 0.4664 3.5187 0.08
H 0.4202 0.4945 4.9205 0.11
H 2.1715 -0.4933 6.3495 0.09
H 3.4166 -0.3384 5.0817 0.07
H 2.1310 -1.5608 5.0121 0.06
H 2.6501 4.3716 5.7904 0.09
H 3.4255 3.0257 6.8179 0.09
H 2.0987 3.8546 7.4611 0.09
O 2.2205 -4.0822 0.9338 0.02
C 2.5023 -5.2413 1.3894 -0.45
O 2.6795 -5.4843 2.7029 -0.02
C 2.5613 -4.4937 3.7133 -0.20
C 1.1539 -4.5390 4.3606 -0.02
C 2.6847 -6.4409 0.4734 0.03
H 2.8979 -3.5592 3.2644 0.09
H 3.3559 -4.7622 4.4095 0.12
H 0.5009 -4.1111 3.6000 0.04
H 1.1566 -3.8782 5.2274 0.07
H 0.8045 -5.5081 4.7169 0.09
H 1.7561 -6.9891 0.3146 0.09
H 3.5139 -7.0571 0.8211 0.08
H 2.9458 -6.0745 -0.5194 0.07
O -5.5726 3.4653 -1.7121 0.09
C -5.3766 3.6802 -2.8905 -0.52
O -4.2320 3.7363 -3.5894 0.01
C -2.9975 3.8897 -2.9631 -0.23
C -2.3689 2.5770 -2.5605 -0.05
C -6.6299 3.7373 -3.6979 0.01
H -2.9900 4.4759 -2.0442 0.12
H -2.3035 4.3426 -3.6712 0.13
H -1.3589 2.6260 -2.1537 0.05
H -2.2742 2.0501 -3.5100 0.06
H -2.9299 2.0375 -1.7974 0.07
H -6.4733 3.8015 -4.7747 0.08
H -7.3188 4.5331 -3.4147 0.09
H -7.1190 2.7666 -3.6162 0.09
O -1.4303 -1.8095 0.1332 0.06
C -0.5172 -1.2621 0.7520 -0.47
O 0.0964 -0.1058 0.5144 -0.02
C -0.0389 0.6902 -0.6615 -0.19
C 1.1684 0.4792 -1.6334 -0.03
C -0.3162 -1.7385 2.1882 0.05
H -0.0761 1.7332 -0.3473 0.10
H -0.9889 0.5072 -1.1637 0.11
H 2.1624 0.7675 -1.2915 0.05
H 0.9489 0.9633 -2.5851 0.05
H 1.0495 -0.5642 -1.9256 0.07
H 0.4684 -1.1824 2.7013 0.06
H -0.1980 -2.8184 2.2778 0.05
H -1.2502 -1.4406 2.6645 0.09
O 1.8595 -2.7962 -3.2797 0.07
C 3.0224 -3.1927 -3.3531 -0.53
O 3.6577 -3.5398 -4.4750 -0.03
C 2.9330 -3.6799 -5.7271 -0.17
C 2.9730 -2.3164 -6.4775 -0.05
C 3.9247 -3.3665 -2.1737 0.02
H 1.9266 -4.0796 -5.6024 0.12
H 3.6039 -4.4262 -6.1527 0.12
H 2.3285 -2.2542 -7.3544 0.07
H 3.9589 -1.9734 -6.7915 0.08
H 2.5578 -1.6062 -5.7624 0.05
H 3.5348 -2.9169 -1.2605 0.07
H 4.9304 -2.9988 -2.3775 0.09
H 3.8986 -4.4106 -1.8620 0.08
O -5.1629 -1.2380 -4.3732 0.08
C -4.0628 -0.8463 -4.7684 -0.47
O -2.8831 -1.5301 -4.5407 -0.02
C -2.8987 -2.6886 -3.7570 -0.25
C -1.6290 -2.8348 -2.9416 -0.06
C -3.8143 0.5064 -5.3256 0.02
H -3.0457 -3.5561 -4.4003 0.13
H -3.6853 -2.7237 -3.0032 0.10
H -0.7276 -2.9702 -3.5394 0.06
H -1.7827 -3.6353 -2.2181 0.08
H -1.3952 -1.9339 -2.3743 0.05
H -3.9094 0.4981 -6.4114 0.10
H -2.7725 0.7397 -5.1057 0.05
H -4.4434 1.1837 -4.7480 0.09
```

Computed properties:
HOMO energy: -8.75 eV
strongest force on any atom: 4.34 eV/Å
total energy: -4201.01567 Eh
energy relative to the best compared isomer or geometry (same formula, charge and spin): 81.43 kcal per mole


Entry 2:
The following is a quantum chemistry calculation of a structure of composition C20H14ClIInNO5S5Se, from the OMol25 dataset.

Structure (XYZ):
```
49
Properties=species:S:1:pos:R:3:lowdin_charge:R:1
In -0.0345 -0.7177 0.3927 0.58
Cl 3.4729 5.5591 0.0398 0.62
C 3.0826 3.8480 0.0212 -0.63
C 4.0730 2.9321 0.2215 -0.20
C 3.7907 1.5614 0.2408 -0.63
I 5.3266 0.1979 0.5926 0.91
C 2.5050 1.0426 0.0604 -0.45
O 2.2096 -0.1890 0.0748 -0.18
C 1.4734 2.0497 -0.1639 -0.14
N 0.2259 1.5667 -0.3437 0.09
C -0.7885 2.3848 -0.4961 -0.10
C -0.6119 3.7790 -0.4931 -0.04
C 0.6431 4.2972 -0.3393 -0.04
C 1.7445 3.4329 -0.1708 -0.19
H 5.0883 3.2710 0.3776 0.09
H -1.7564 1.9127 -0.6150 0.10
H -1.4716 4.4249 -0.6101 0.10
H 0.8063 5.3672 -0.3283 0.08
O -1.6459 -2.2664 1.1957 -0.53
Se -2.8799 -1.6132 0.2776 0.75
O -3.2338 -2.5640 -0.9885 -0.51
O -2.0841 -0.2090 -0.2540 -0.55
O -4.1692 -1.2065 1.1749 -0.51
C -0.0737 -0.1179 2.5146 -0.17
C 0.9887 0.8002 2.9602 -0.31
C 2.2495 0.3184 3.3386 -0.06
C 3.2728 1.1730 3.7081 -0.13
C 3.0769 2.5496 3.7142 -0.12
C 1.8340 3.0481 3.3489 -0.11
C 0.8084 2.1881 2.9857 -0.06
H -1.0766 0.2989 2.6033 0.06
H -0.0340 -1.0841 3.0133 0.05
H 2.4231 -0.7515 3.3095 0.10
H 4.2415 0.7643 3.9709 0.08
H 3.8833 3.2213 3.9795 0.09
H 1.6646 4.1192 3.3348 0.10
H -0.1548 2.5917 2.6900 0.11
C 3.1848 -3.0188 0.3471 -0.39
S 1.6579 -3.1318 1.3149 0.83
C 0.6777 -4.1491 0.2781 -1.00
C 0.1158 -3.7545 -0.8869 -1.11
S 0.2898 -2.2171 -1.6539 0.64
S -0.8780 -4.9651 -1.6530 0.94
C -0.6192 -6.2499 -0.5492 -1.52
S -1.2292 -7.7886 -0.7440 0.40
S 0.3499 -5.7807 0.7852 0.90
H 3.9080 -2.4949 0.9685 -0.02
H 3.0037 -2.4444 -0.5581 0.01
H 3.5468 -4.0190 0.1142 0.04
```

Computed properties:
total charge: -2
HOMO energy: -2.54 eV
strongest force on any atom: 0.35 eV/Å
total energy: -6542.00220 Eh
energy relative to the best compared isomer or geometry (same formula, charge and spin): 3.56 kcal per mole


Entry 3:
The following is a quantum chemistry calculation of a structure of composition C38H52BBrF2N4ORuS8Si, from the OMol25 dataset.

Structure (XYZ):
```
109
Properties=species:S:1:pos:R:3:mulliken_spin:R:1
Ru -0.3999 0.8734 -0.4906 0.80
S -7.0959 1.3161 -3.8942 0.00
C -5.5866 1.2178 -3.2329 0.00
S -4.6946 2.5885 -2.6502 0.00
C -3.2468 1.7385 -2.1352 0.01
C -3.2623 0.3957 -2.2970 0.00
S -1.9958 -0.6706 -1.8632 0.08
S -4.7137 -0.2665 -3.0280 0.00
S -1.9412 2.6614 -1.4985 0.00
N 1.8893 5.8945 -4.2955 0.00
C 1.9916 4.8653 -3.7941 0.00
C 2.1576 3.5869 -3.1968 0.00
C 3.3406 2.8621 -3.3858 0.00
C 3.4567 1.6419 -2.7572 0.00
C 2.4116 1.1716 -1.9795 0.01
N 1.2639 1.8370 -1.8301 -0.04
C 1.1470 3.0182 -2.4175 0.01
H 4.1291 3.2650 -4.0068 0.00
H 4.3537 1.0450 -2.8558 0.00
H 2.5015 0.2482 -1.4268 0.00
H 0.2093 3.5474 -2.2844 -0.01
C 1.1990 -6.1916 -0.6300 0.00
C 1.0215 -4.7866 -0.0349 0.00
C 1.8251 -4.7020 1.2723 0.00
C -0.4585 -4.5943 0.3342 0.00
Si 1.6316 -3.4303 -1.2759 0.00
Br 0.9449 -1.4892 -0.1480 -0.03
C 3.5650 -3.2431 -1.3399 0.00
C 3.9856 -2.3426 -2.5110 0.00
C 4.1363 -2.6035 -0.0646 0.00
C 4.2324 -4.6153 -1.5244 0.00
C 0.8254 -3.5256 -3.0226 0.00
C 1.5432 -4.5883 -3.8731 0.00
C -0.6575 -3.9169 -2.9377 0.00
C 0.8963 -2.1699 -3.7432 0.00
H 0.9147 -6.9416 0.1145 0.00
H 2.2332 -6.3835 -0.9228 0.00
H 0.5653 -6.3383 -1.5059 0.00
H 1.4020 -5.3954 2.0056 0.00
H 1.7817 -3.6961 1.6940 0.00
H 2.8709 -4.9769 1.1243 0.00
H -0.7295 -5.3182 1.1096 0.00
H -1.1241 -4.7488 -0.5112 0.00
H -0.6428 -3.5949 0.7291 0.00
H 3.4897 -1.3726 -2.4657 0.00
H 3.7695 -2.7956 -3.4777 0.00
H 5.0664 -2.1715 -2.4628 0.00
H 3.7510 -1.5956 0.0866 0.00
H 5.2253 -2.5379 -0.1592 0.00
H 3.9113 -3.1827 0.8300 0.00
H 3.8659 -5.1323 -2.4137 0.00
H 4.0644 -5.2595 -0.6598 0.00
H 5.3133 -4.4821 -1.6336 0.00
H 1.5121 -5.5736 -3.4006 0.00
H 2.5877 -4.3339 -4.0578 0.00
H 1.0449 -4.6656 -4.8434 0.00
H -0.7907 -4.9215 -2.5324 0.00
H -1.0813 -3.9138 -3.9459 0.00
H -1.2281 -3.2009 -2.3438 0.00
H 1.9201 -1.8568 -3.9503 0.00
H 0.3995 -1.3860 -3.1699 0.00
H 0.3716 -2.2473 -4.6999 0.00
F 0.9177 0.6205 2.2143 0.00
B 0.8613 1.7038 1.3477 0.19
F 2.1073 2.0480 0.9052 -0.02
O -0.1785 2.5832 1.5068 -0.05
C -0.2368 3.8650 2.2211 0.07
C -1.2446 4.7667 1.5489 -0.02
C -2.5272 4.4450 1.2321 0.00
C -3.2621 5.5398 0.7120 0.00
C -2.5262 6.6788 0.6619 0.00
S -0.9234 6.4335 1.2226 0.00
C 1.1297 4.5038 2.2313 0.00
C 1.8407 4.9101 1.1415 0.00
C 3.0637 5.5379 1.4784 0.00
C 3.2614 5.6057 2.8216 0.00
S 1.9623 4.9000 3.6926 0.00
C -0.7067 3.5165 3.6204 0.00
C -0.1188 2.6497 4.4986 0.01
C -0.8251 2.5318 5.7202 0.00
C -1.9393 3.3113 5.7547 0.00
S -2.1510 4.1861 4.2935 0.00
H -2.9247 3.4515 1.3659 0.00
H -4.2859 5.4642 0.3748 0.00
H -2.8219 7.6533 0.3074 0.00
H 1.5019 4.7410 0.1292 0.00
H 3.7579 5.9272 0.7472 0.00
H 4.0989 6.0237 3.3568 0.00
H 0.7879 2.1086 4.2648 0.00
H -0.5163 1.8901 6.5337 0.00
H -2.6661 3.4169 6.5443 0.00
C -5.3814 -0.3323 1.9355 0.00
C -3.9319 -0.2319 2.4066 0.00
C -3.4796 -1.5781 2.9751 0.00
C -3.8051 0.8685 3.4696 0.00
N -3.1505 0.0528 1.1973 0.00
N -1.7503 0.1317 1.3730 0.00
H -6.0307 -0.6505 2.7531 0.00
H -5.4528 -1.0520 1.1198 0.00
H -5.7347 0.6351 1.5711 0.00
H -4.2010 -1.9354 3.7119 0.00
H -2.5085 -1.5007 3.4682 0.00
H -3.4120 -2.3100 2.1678 0.00
H -4.4680 0.6577 4.3125 0.00
H -4.0886 1.8367 3.0499 0.00
H -2.7872 0.9469 3.8595 0.00
H -3.4582 0.9220 0.7756 0.00
H -1.3921 -0.8026 1.5245 0.00
H -1.4725 0.7128 2.1611 0.00
```

Computed properties:
total charge: -1
HOMO energy (alpha / beta): -3.26 / -3.22 eV
strongest force on any atom: 1.89 eV/Å
⟨S²⟩: 0.76
total energy: -8142.18497 Eh
2S+1: 2
energy relative to the best compared isomer or geometry (same formula, charge and spin): 30.27 kcal per mole